# 1
{"formula": "C26H44BrF12N3O5S2", "method": "ωB97M-V/def2-TZVPD", "e_homo_ev": -7.6, "lumo_energy_ha": -0.0399, "homo_lumo_gap_ev": 6.56, "elements": ["Br", "S", "S", "F", "F", "F", "F", "F", "F", "F", "F", "F", "F", "F", "F", "O", "O", "O", "O", "O", "N", "N", "N", "C", "C", "C", "C", "C", "C", "C", "C", "C", "C", "C", "C", "C", "C", "C", "C", "C", "C", "C", "C", "C", "C", "C", "C", "C", "C", "H", "H", "H", "H", "H", "H", "H", "H", "H", "H", "H", "H", "H", "H", "H", "H", "H", "H", "H", "H", "H", "H", "H", "H", "H", "H", "H", "H", "H", "H", "H", "H", "H", "H", "H", "H", "H", "H", "H", "H", "H", "H", "H", "H"], "coordinates": [[-6.432, -0.583, -1.527], [-0.699, 6.187, -0.677], [-8.110, -6.069, 3.227], [0.814, 6.611, -0.562], [0.107, 3.642, -0.744], [-1.028, 7.567, -1.336], [-9.410, -4.559, 1.470], [-0.997, 6.812, 0.744], [-9.454, -6.675, 1.013], [0.666, 4.739, 1.047], [-0.410, 5.588, -2.115], [-2.263, 4.717, 1.609], [-7.650, -5.528, 0.664], [-0.931, 3.032, 1.861], [-2.234, 5.774, -0.841], [-2.508, 2.649, -3.221], [-9.347, -6.188, 3.959], [-7.351, -7.284, 3.043], [-7.321, -4.883, 3.515], [-7.211, -1.439, 1.694], [-2.721, 0.698, -1.030], [-2.282, -1.503, -0.270], [-4.266, -0.378, 0.231], [3.697, -2.918, -0.429], [-1.529, 3.824, 0.926], [2.316, -3.433, -0.017], [-0.131, -2.680, -0.219], [8.779, 1.283, -0.275], [10.959, 2.214, -1.191], [7.918, 1.258, 0.984], [-8.688, -5.695, 1.513], [-4.175, 0.816, -2.977], [-3.076, -0.472, -0.360], [-5.972, -0.994, 1.963], [-6.404, -2.099, 2.921], [-0.953, -1.599, -0.893], [3.938, -1.456, 0.003], [-4.790, -1.432, 1.104], [10.249, 1.601, 0.016], [-5.098, 0.491, -0.583], [-2.412, 2.981, 0.014], [-0.329, 4.522, 0.185], [1.210, -2.887, -0.929], [-4.047, 1.193, -1.497], [5.001, -1.278, 1.104], [6.481, 0.805, 0.729], [-1.957, 1.527, -0.023], [6.338, -0.722, 0.586], [-3.100, 1.511, -3.847], [-5.136, -2.297, 0.533], [10.303, 2.302, 0.852], [-1.569, 2.484, -3.103], [2.311, -4.524, -0.046], [-5.158, 1.117, -3.332], [10.692, 3.265, -1.306], [6.142, 1.274, -0.200], [-5.703, 1.162, 0.017], [10.688, 1.692, -2.111], [10.769, 0.686, 0.306], [4.455, -3.556, 0.027], [7.156, -1.202, 1.129], [-4.063, -0.263, -3.087], [8.384, 2.031, -0.970], [1.057, -3.575, -1.763], [-0.459, -0.635, -0.787], [7.897, 2.270, 1.401], [-7.223, -2.714, 3.308], [-3.581, 1.867, -4.759], [2.123, -3.125, 1.014], [4.217, -0.861, -0.870], [5.191, -2.254, 1.555], [5.838, 1.157, 1.538], [0.040, -2.407, 0.826], [-2.037, 1.094, 0.976], [-0.904, 1.473, -0.297], [-2.383, 3.389, -0.991], [6.440, -0.990, -0.468], [-0.702, -3.615, -0.199], [3.800, -3.016, -1.513], [-4.152, 2.270, -1.500], [8.724, 0.304, -0.761], [-5.961, 0.029, 2.350], [12.042, 2.155, -1.091], [-2.602, -2.295, 0.272], [-3.423, 3.060, 0.411], [-6.503, -1.360, 3.762], [8.390, 0.619, 1.737], [2.984, -1.042, 0.346], [-3.996, -1.704, 1.797], [4.610, -0.635, 1.894], [-2.338, 0.798, -4.160], [1.535, -1.926, -1.339], [-1.079, -1.790, -1.960]], "lowdin_charge": [0.868, 0.770, 0.439, -0.114, 0.110, -0.096, 0.097, -0.115, 0.110, 0.141, -0.130, 0.129, 0.086, 0.117, -0.131, -0.070, -0.322, -0.326, -0.362, -0.064, 0.033, 0.172, -0.026, -0.207, -0.453, -0.209, -0.186, -0.236, -0.121, -0.232, -0.664, -0.175, -0.316, -0.407, 0.062, -0.143, -0.204, -0.095, -0.271, -0.516, -0.057, -0.412, -0.203, -0.268, -0.200, -0.212, -0.094, -0.208, -0.209, 0.138, 0.104, 0.090, 0.114, 0.093, 0.071, 0.110, 0.105, 0.070, 0.106, 0.106, 0.108, 0.100, 0.113, 0.121, 0.113, 0.111, 0.121, 0.118, 0.110, 0.105, 0.102, 0.103, 0.119, 0.135, 0.116, 0.101, 0.108, 0.126, 0.110, 0.136, 0.113, 0.151, 0.066, 0.156, 0.144, 0.091, 0.113, 0.099, 0.137, 0.101, 0.117, 0.109, 0.139]}



# 2
{"formula": "C26H44FN2O9", "method": "ωB97M-V/def2-TZVPD", "charge": 1, "e_homo_ev": -11.5, "lumo_energy_ha": -0.1382, "homo_lumo_gap_ev": 7.77, "elements": ["F", "O", "O", "O", "O", "O", "O", "O", "O", "O", "N", "N", "C", "C", "C", "C", "C", "C", "C", "C", "C", "C", "C", "C", "C", "C", "C", "C", "C", "C", "C", "C", "C", "C", "C", "C", "C", "C", "H", "H", "H", "H", "H", "H", "H", "H", "H", "H", "H", "H", "H", "H", "H", "H", "H", "H", "H", "H", "H", "H", "H", "H", "H", "H", "H", "H", "H", "H", "H", "H", "H", "H", "H", "H", "H", "H", "H", "H", "H", "H", "H", "H"], "coordinates": [[6.959, -2.520, -1.831], [-2.764, 2.262, 3.426], [4.795, -2.582, -1.421], [0.305, -2.445, -1.581], [-2.119, 3.252, 1.582], [-4.047, -2.604, 2.604], [4.075, -4.000, 1.853], [-0.408, 2.099, -3.604], [3.522, -4.411, -1.217], [-0.174, 1.947, -5.771], [2.204, -1.247, -1.500], [1.732, -1.229, 2.169], [-3.017, -0.876, 1.217], [6.334, -1.816, 0.331], [0.970, -1.575, -2.083], [0.651, 0.313, 0.566], [-4.512, 2.634, 5.096], [2.544, -2.262, 2.516], [6.069, -2.769, -0.825], [-2.327, 2.728, -4.850], [2.868, 0.024, -1.881], [-0.817, 0.264, 1.027], [-0.699, 1.941, -7.107], [-1.639, -0.909, 0.523], [1.532, -0.857, 0.887], [2.247, -1.564, -0.106], [1.105, -0.513, 3.292], [-2.541, 4.727, 3.393], [3.078, -2.618, 0.235], [-2.438, 3.373, 2.734], [-3.028, -1.619, 2.564], [3.228, -2.991, 1.570], [-0.725, 3.328, -7.712], [-3.546, -3.925, 2.782], [-3.067, 2.273, 4.828], [-0.915, 2.222, -4.691], [0.561, -0.865, -3.317], [3.803, -3.334, -0.862], [-2.875, 1.254, 5.161], [-5.174, 1.947, 4.569], [7.285, -1.329, 0.163], [-1.811, -0.845, -0.545], [-2.370, 2.918, 5.364], [-2.462, 4.709, 4.477], [-1.165, -1.870, 0.716], [3.520, 0.327, -1.068], [-1.381, 4.000, -7.158], [3.510, -0.146, -2.735], [-4.725, 2.578, 6.163], [-2.977, -3.999, 3.708], [0.528, 0.205, -3.155], [-2.802, 2.449, -5.786], [-2.922, -4.195, 1.932], [-1.740, 5.354, 3.009], [-0.931, 0.323, 2.102], [-4.404, -4.582, 2.852], [1.152, 0.551, 3.107], [-3.238, 0.168, 1.431], [0.083, -0.830, 3.433], [-3.176, -0.928, 3.393], [-4.746, 3.642, 4.753], [-3.495, 5.173, 3.116], [-3.801, -1.249, 0.573], [1.325, -1.015, -4.081], [-1.073, 3.283, -8.743], [0.274, 3.763, -7.699], [-0.368, -1.267, -3.687], [1.672, -0.709, 4.190], [-1.675, 1.457, -7.129], [-2.046, -2.082, 2.706], [-2.314, 3.814, -4.768], [2.182, 0.841, -2.063], [5.557, -1.062, 0.392], [2.655, -2.497, 3.559], [3.981, -4.302, 2.763], [6.218, -3.810, -0.547], [-0.018, 1.305, -7.668], [-2.927, 2.326, -4.037], [6.403, -2.386, 1.251], [0.643, 0.495, -0.496], [1.111, 1.201, 1.003], [-1.279, 1.166, 0.642]], "lowdin_charge": [0.051, -0.022, 0.067, 0.105, 0.100, -0.185, 0.123, 0.070, 0.258, 0.004, -0.030, -0.005, -0.138, 0.023, -0.482, -0.073, -0.055, 0.067, -0.371, 0.022, -0.002, -0.181, -0.226, -0.186, -0.063, -0.081, 0.041, 0.021, 0.051, -0.520, -0.230, -0.211, -0.059, -0.095, -0.236, -0.524, 0.025, -0.428, 0.115, 0.087, 0.091, 0.113, 0.112, 0.071, 0.105, 0.097, 0.071, 0.102, 0.087, 0.083, 0.046, 0.072, 0.087, 0.094, 0.083, 0.088, 0.108, 0.101, 0.098, 0.111, 0.073, 0.102, 0.119, 0.109, 0.086, 0.086, 0.101, 0.102, 0.114, 0.098, 0.101, 0.084, 0.079, 0.147, 0.136, 0.162, 0.124, 0.094, 0.081, 0.111, 0.138, 0.109]}



# 3
{"formula": "C26H44N10O5Tm", "method": "ωB97M-V/def2-TZVPD", "s_squared": 2.002, "charge": 1, "spin_multiplicity": 3, "e_homo_ev": [-11.0, -11.0], "lumo_energy_ha": [-0.0712, -0.0712], "relative_energy_kcal_mol": 30.8, "homo_lumo_gap_ev": [9.11, 9.11], "elements": ["Tm", "O", "O", "O", "O", "O", "N", "N", "N", "N", "N", "N", "N", "N", "N", "N", "C", "C", "C", "C", "C", "C", "C", "C", "C", "C", "C", "C", "C", "C", "C", "C", "C", "C", "C", "C", "C", "C", "C", "C", "C", "C", "H", "H", "H", "H", "H", "H", "H", "H", "H", "H", "H", "H", "H", "H", "H", "H", "H", "H", "H", "H", "H", "H", "H", "H", "H", "H", "H", "H", "H", "H", "H", "H", "H", "H", "H", "H", "H", "H", "H", "H", "H", "H", "H", "H"], "coordinates": [[0.126, 0.151, -0.146], [-1.245, 2.959, 3.949], [0.725, -0.710, 1.864], [0.927, 1.551, 1.675], [-3.482, 1.324, 2.214], [-1.785, 0.360, 1.110], [-1.311, -3.364, -0.472], [4.726, -0.305, -0.269], [4.031, -0.270, -2.619], [-0.716, -1.348, -1.596], [-0.298, -3.585, -2.415], [-0.966, 1.395, -1.590], [2.320, -0.303, -0.899], [3.769, -2.295, -1.234], [-2.938, 2.434, -0.628], [-1.107, 3.600, -0.781], [2.700, 0.222, -2.236], [5.056, 0.141, -1.638], [2.392, -1.800, -0.951], [3.364, 0.111, 0.085], [-3.935, 1.386, -0.850], [0.546, 0.553, 2.346], [-0.785, -2.663, -1.502], [0.374, -3.389, -3.685], [-1.561, 1.633, 5.904], [-0.082, 2.026, 5.703], [0.278, 3.981, -1.004], [-0.397, -4.981, -1.933], [0.034, 2.261, 4.197], [-1.667, 2.383, -1.066], [-3.239, 3.661, 0.058], [-1.931, 4.421, 0.046], [-0.209, 0.829, 3.606], [-2.363, 0.827, 2.156], [4.740, -1.750, -0.270], [-1.334, 0.781, -2.866], [-2.155, 1.858, 4.502], [-1.478, -0.769, -2.730], [4.042, -1.787, -2.584], [-1.755, 0.693, 3.552], [-1.181, -4.823, -0.634], [-2.355, -2.867, 0.319], [-2.202, 1.204, -3.326], [0.121, 2.928, 6.215], [-2.031, -0.286, 3.958], [-2.165, -5.291, -0.614], [0.643, 1.300, 6.049], [-3.600, 0.851, -1.758], [-3.304, -3.293, 0.052], [-0.683, -5.298, 0.201], [3.375, 1.207, 0.100], [-0.887, -5.662, -2.664], [5.052, -2.064, -2.924], [6.051, -0.253, -1.941], [0.581, -5.357, -1.639], [0.027, 0.098, 4.360], [-4.051, 4.252, -0.391], [-1.520, 4.589, 1.082], [-1.132, -1.219, -3.672], [-4.006, 0.685, -0.003], [0.941, -2.494, -3.621], [1.102, -4.198, -3.886], [2.700, 1.294, -2.191], [0.461, 4.967, -0.525], [3.356, -2.313, -3.281], [1.007, 3.294, -0.527], [-2.131, -3.104, 1.345], [-2.058, 2.349, 6.540], [2.016, -0.092, -3.005], [-3.618, 3.470, 1.065], [3.143, -0.264, 1.046], [-4.824, 1.891, -1.190], [-0.501, 0.903, -3.594], [0.546, 3.985, -2.067], [0.887, 2.902, 3.899], [-1.752, 0.713, 6.443], [-2.543, -1.091, -2.662], [4.997, 1.246, -1.644], [-1.993, 5.412, -0.387], [5.707, -2.187, -0.607], [-3.188, 2.076, 4.462], [-2.394, -1.780, 0.215], [1.898, -2.200, -1.809], [1.943, -2.225, -0.024], [4.503, -2.064, 0.731], [-0.350, -3.416, -4.502]], "mulliken_spin": [2.021, 0.000, 0.001, 0.002, 0.000, -0.006, -0.001, 0.000, 0.000, -0.007, 0.000, -0.003, -0.011, 0.000, 0.001, 0.000, -0.001, 0.000, 0.000, 0.000, 0.000, 0.004, -0.003, 0.000, 0.000, 0.000, 0.001, 0.000, 0.000, -0.001, 0.000, 0.000, 0.000, 0.001, 0.000, -0.002, 0.000, 0.001, 0.000, 0.000, 0.000, -0.001, 0.000, 0.000, 0.000, 0.000, 0.000, 0.000, 0.000, 0.000, -0.001, 0.000, 0.000, 0.000, 0.000, 0.000, 0.000, 0.000, 0.000, 0.000, 0.000, 0.000, 0.000, 0.000, 0.000, 0.000, 0.000, 0.000, 0.000, 0.000, 0.001, 0.000, 0.000, 0.000, 0.000, 0.000, 0.000, 0.000, 0.000, 0.000, 0.000, 0.001, 0.000, 0.001, 0.000, 0.000]}



The records above give, respectively, E_tot values of -166699.1288 -51794.3229 -82341.1893 eV.